Entry 1:
This record from OMol25 describes an isolated molecule of C5H13NS at a distorted geometry. The level of theory is wB97M-V/def2-TZVPD.

LUMO energy in eV: 0.7
SMILES: C=S(=C)(N)CCC
E in hartree: -651.009891
ΔE to the lowest compared entry with this formula, charge and spin in kcal per mole: 146.9
Kohn-Sham gap in eV: 8.660
HOMO in eV: -7.92

CARTESIAN COORDINATES (ANGSTROEM)
C 1.367 -1.336 1.648
S 1.212 -0.266 0.338
C 2.446 0.853 0.326
N 1.750 -1.189 -1.077
C -0.465 -0.215 -0.513
C -1.399 0.701 0.173
C -2.865 0.622 -0.369
H 0.447 -1.469 2.065
H 2.188 -1.090 2.316
H 2.527 1.386 -0.613
H 2.301 1.455 1.229
H 2.468 -1.841 -0.975
H 1.960 -0.582 -1.867
H -0.679 -1.213 -0.454
H -0.259 0.061 -1.487
H -1.568 0.246 1.195
H -0.964 1.626 0.227
H -3.128 1.198 -1.376
H -3.124 -0.484 -0.502
H -3.749 1.100 0.189



Entry 2:
This record from OMol25 describes an isolated molecule of C5H13NS at a distorted geometry. The level of theory is wB97M-V/def2-TZVPD.

LUMO energy in eV: 1.1
SMILES: CSCC[C@@H](C)N
E in hartree: -651.199298
ΔE to the lowest compared entry with this formula, charge and spin in kcal per mole: 28.0
Kohn-Sham gap in eV: 9.367
HOMO in eV: -8.29

CARTESIAN COORDINATES (ANGSTROEM)
C -2.794 2.306 1.150
S -2.265 0.590 1.167
C -1.062 0.366 -0.118
C 0.273 -0.232 0.330
C 1.110 -0.974 -0.753
C 2.541 -0.571 -0.576
N 0.889 -2.433 -0.688
H -2.296 2.809 1.988
H -2.861 2.956 0.284
H -3.881 2.426 1.360
H -0.987 1.130 -0.914
H -1.446 -0.515 -0.737
H 0.839 0.646 0.710
H 0.049 -0.914 1.148
H 0.596 -0.694 -1.673
H 2.689 0.501 -0.533
H 2.783 -1.018 0.404
H 3.295 -0.821 -1.319
H 1.109 -2.769 0.239
H 1.419 -2.790 -1.470